Record 1
Here is a cluster of 9 separate species, C71H50F7IN2O21S in total from the OMol25 dataset. Energies are from ωB97M-V/def2-TZVPD.

For the gap between HOMO and LUMO, the calculation gives 5.162 eV. The LUMO energy is -3.07 eV. As for the max |F|: 9.2 eV/Å.

Atoms and positions in Å:
C1 0.935 3.795 4.061
C2 1.848 2.398 3.943
O1 1.893 2.075 2.509
C3 3.223 1.617 2.077
C4 3.385 2.138 0.496
C5 2.105 3.159 0.150
C6 2.242 4.805 0.412
S1 3.903 5.394 1.042
O2 3.973 6.888 1.433
O3 4.428 4.595 2.295
F1 5.140 5.164 -0.173
C7 0.934 5.731 0.064
C8 1.005 7.387 0.288
C9 1.764 8.152 -0.978
O4 3.079 8.367 -1.067
I1 0.537 8.942 -2.648
C10 -0.480 5.066 -0.525
N1 -1.612 6.024 -0.768
C11 -2.863 5.358 -1.263
C12 -4.202 6.294 -1.521
F2 -4.590 6.189 -2.955
F3 -5.338 5.688 -0.731
C13 -4.054 7.836 -0.972
F4 -3.652 7.935 0.460
F5 -3.170 8.579 -1.906
F6 -5.414 8.490 -1.050
C14 -2.923 3.757 -1.547
F7 -4.231 3.225 -2.086
N2 -1.832 2.742 -1.347
C15 -0.634 3.472 -0.807
C16 0.699 2.524 -0.455
C17 0.608 0.909 -0.718
O5 0.922 0.066 0.446
C18 -0.245 -0.152 1.314
C19 -1.265 0.993 1.894
C20 -2.543 0.657 2.911
C21 -2.840 -0.886 3.424
C22 -1.824 -2.078 2.841
C23 -0.555 -1.718 1.813
H1 0.514 4.056 2.974
H2 -0.006 3.666 4.745
H3 1.580 4.720 4.384
H4 2.892 2.515 4.459
H5 1.195 1.544 4.456
H6 4.118 2.021 2.726
H7 3.227 0.427 1.998
H8 4.433 2.652 0.300
H9 3.340 1.218 -0.249
H10 1.487 7.669 1.343
H11 -0.084 7.874 0.326
H12 -0.408 0.529 -1.158
H13 1.432 0.658 -1.545
H14 -1.122 2.122 1.619
H15 -3.276 1.503 3.297
H16 -3.735 -1.131 4.176
H17 -2.049 -3.167 3.238
H18 0.104 -2.636 1.497
O6 -5.971 1.723 1.024
C24 -7.133 2.049 0.826
C25 -7.489 3.019 -0.229
C26 -8.760 3.376 -0.443
C27 -9.861 2.814 0.364
O7 -11.024 3.140 0.166
C28 -9.505 1.844 1.418
C29 -8.235 1.487 1.633
H19 -6.670 3.421 -0.812
H20 -9.038 4.086 -1.211
H21 -10.324 1.442 2.002
H22 -7.957 0.777 2.401
O8 -6.258 -6.060 -1.033
C30 -5.796 -5.463 -0.070
C31 -4.590 -4.621 -0.197
C32 -4.085 -3.971 0.856
C33 -4.710 -4.067 2.190
O9 -4.248 -3.470 3.153
C34 -5.916 -4.909 2.316
C35 -6.422 -5.559 1.263
H23 -4.143 -4.561 -1.182
H24 -3.201 -3.350 0.781
H25 -6.363 -4.969 3.301
H26 -7.306 -6.180 1.339
O10 -5.143 -2.690 10.326
C36 -5.016 -2.090 9.267
C37 -3.682 -1.788 8.713
C38 -3.544 -1.130 7.557
C39 -4.719 -0.680 6.785
O11 -4.592 -0.080 5.726
C40 -6.053 -0.983 7.339
C41 -6.191 -1.640 8.495
H27 -2.830 -2.125 9.290
H28 -2.573 -0.900 7.137
H29 -6.905 -0.646 6.762
H30 -7.162 -1.871 8.915
O12 5.183 -4.847 -1.325
C42 3.972 -4.706 -1.228
C43 3.161 -5.597 -0.376
C44 1.837 -5.443 -0.273
C45 1.129 -4.375 -1.006
O13 -0.082 -4.234 -0.910
C46 1.940 -3.484 -1.859
C47 3.264 -3.638 -1.962
H31 3.695 -6.375 0.157
H32 1.227 -6.089 0.348
H33 1.406 -2.706 -2.391
H34 3.873 -2.992 -2.582
O14 11.179 -6.059 -3.904
C48 10.203 -6.492 -3.307
C49 10.018 -7.940 -3.089
C50 8.950 -8.412 -2.439
C51 7.911 -7.507 -1.910
O15 6.934 -7.940 -1.314
C52 8.096 -6.059 -2.128
C53 9.164 -5.586 -2.778
H35 10.789 -8.591 -3.483
H36 8.798 -9.472 -2.271
H37 7.325 -5.408 -1.735
H38 9.316 -4.527 -2.946
O16 1.935 -8.203 -3.621
C54 2.695 -9.161 -3.635
C55 4.150 -8.990 -3.448
C56 4.980 -10.037 -3.466
C57 4.479 -11.410 -3.672
O17 5.239 -12.368 -3.686
C58 3.024 -11.582 -3.859
C59 2.194 -10.535 -3.841
H39 4.502 -7.976 -3.298
H40 6.049 -9.928 -3.331
H41 2.672 -12.596 -4.009
H42 1.125 -10.644 -3.976
O18 6.047 10.702 -0.648
C60 6.807 9.743 -0.663
C61 8.261 9.915 -0.475
C62 9.091 8.868 -0.493
C63 8.590 7.495 -0.699
O19 9.351 6.536 -0.713
C64 7.136 7.323 -0.886
C65 6.306 8.370 -0.868
H43 8.613 10.929 -0.325
H44 10.161 8.977 -0.358
H45 6.784 6.309 -1.037
H46 5.237 8.261 -1.003
O20 -6.582 0.892 -7.209
C66 -5.598 0.684 -6.514
C67 -5.458 1.299 -5.179
C68 -4.381 1.073 -4.421
C69 -3.285 0.198 -4.884
O21 -2.301 -0.010 -4.189
C70 -3.425 -0.417 -6.219
C71 -4.503 -0.191 -6.977
H47 -6.270 1.938 -4.853
H48 -4.262 1.517 -3.440
H49 -2.613 -1.056 -6.545
H50 -4.621 -0.635 -7.958

Löwdin population analysis, charges in e, atoms 1 to 99: -0.09 -0.21 -0.27 -0.17 -0.10 0.00 -0.11 0.89 -0.33 -0.34 -0.26 0.00 -0.15 -0.64 -0.13 0.77 -0.06 0.13 0.01 -0.13 0.03 -0.01 -0.15 0.04 0.01 0.02 0.00 -0.05 0.16 -0.07 0.01 -0.16 -0.18 -0.14 0.00 -0.03 -0.05 -0.06 0.02 0.07 0.07 0.08 0.13 0.13 0.13 0.14 0.11 0.12 0.14 0.11 0.14 0.15 0.07 0.09 0.07 0.08 0.07 0.10 -0.38 0.02 0.03 -0.38 0.10 0.02 0.02 0.10 0.12 0.12 0.12 0.10 -0.38 0.03 0.04 -0.36 0.05 0.02 0.02 0.13 0.11 0.12 0.12 0.10 -0.38 0.02 0.03 -0.37 0.06 0.02 0.02 0.12 0.13 0.12 0.12 0.08 -0.37 0.03 0.03 -0.39 0.09

---

Record 2
Here is the molecule C19H21NO2 from the OMol25 dataset. Energies are from ωB97M-V/def2-TZVPD.

The relative energy (zero: lowest compared OMol25 entry of this formula, charge and spin) is 36.4 kcal per mole. For the gap between HOMO and LUMO, the calculation gives 8.584 eV. The LUMO energy is 0.62 eV. As for the max |F|: 0.5 eV/Å.

Atoms and positions in Å:
C1 1.936 4.164 -1.292
C2 1.213 3.934 -0.211
C3 1.656 3.058 0.927
N1 0.836 1.873 1.138
C4 -0.488 2.155 1.655
C5 -1.076 0.938 2.383
C6 -1.703 -0.053 1.447
C7 -3.070 -0.286 1.521
C8 -3.698 -1.182 0.673
O1 -5.038 -1.398 0.769
C9 -2.930 -1.857 -0.280
O2 -3.588 -2.741 -1.107
C10 -1.571 -1.625 -0.361
C11 -0.941 -0.729 0.494
C12 0.547 -0.466 0.404
C13 1.243 -1.446 -0.507
C14 1.795 -2.605 0.025
C15 2.424 -3.531 -0.788
C16 2.511 -3.311 -2.152
C17 1.961 -2.162 -2.694
C18 1.329 -1.239 -1.879
C19 0.823 0.994 -0.014
H1 1.584 4.787 -2.097
H2 2.922 3.745 -1.410
H3 0.225 4.364 -0.111
H4 2.682 2.720 0.754
H5 1.642 3.635 1.858
H6 -0.396 2.974 2.372
H7 -1.191 2.469 0.864
H8 -1.834 1.286 3.086
H9 -0.273 0.468 2.957
H10 -3.675 0.228 2.250
H11 -5.277 -2.054 0.101
H12 -2.950 -3.144 -1.705
H13 -0.996 -2.160 -1.104
H14 0.971 -0.583 1.407
H15 1.729 -2.783 1.089
H16 2.848 -4.426 -0.357
H17 3.004 -4.030 -2.789
H18 2.021 -1.985 -3.759
H19 0.894 -0.353 -2.318
H20 1.814 1.038 -0.471
H21 0.083 1.315 -0.767

Löwdin charges, unit e, in atom order: 0.00 -0.17 -0.21 -0.17 -0.19 -0.12 -0.18 0.04 -0.25 0.07 -0.24 0.05 0.05 -0.13 -0.19 -0.22 -0.03 -0.08 -0.10 -0.08 -0.05 -0.15 0.05 0.06 0.10 0.12 0.12 0.12 0.13 0.11 0.12 0.12 0.10 0.11 0.12 0.15 0.12 0.10 0.10 0.10 0.12 0.13 0.14

---

- What is the formula in the second record?
  C19H21NO2

---

- Among the records above, which one has the highest gap between HOMO and LUMO?
  C19H21NO2

---

Please write out number 2 again, unchanged.
Here is the molecule C19H21NO2 from the OMol25 dataset. Energies are from ωB97M-V/def2-TZVPD.

The relative energy (zero: lowest compared OMol25 entry of this formula, charge and spin) is 36.4 kcal per mole. For the gap between HOMO and LUMO, the calculation gives 8.584 eV. The LUMO energy is 0.62 eV. As for the max |F|: 0.5 eV/Å.

Atoms and positions in Å:
C1 1.936 4.164 -1.292
C2 1.213 3.934 -0.211
C3 1.656 3.058 0.927
N1 0.836 1.873 1.138
C4 -0.488 2.155 1.655
C5 -1.076 0.938 2.383
C6 -1.703 -0.053 1.447
C7 -3.070 -0.286 1.521
C8 -3.698 -1.182 0.673
O1 -5.038 -1.398 0.769
C9 -2.930 -1.857 -0.280
O2 -3.588 -2.741 -1.107
C10 -1.571 -1.625 -0.361
C11 -0.941 -0.729 0.494
C12 0.547 -0.466 0.404
C13 1.243 -1.446 -0.507
C14 1.795 -2.605 0.025
C15 2.424 -3.531 -0.788
C16 2.511 -3.311 -2.152
C17 1.961 -2.162 -2.694
C18 1.329 -1.239 -1.879
C19 0.823 0.994 -0.014
H1 1.584 4.787 -2.097
H2 2.922 3.745 -1.410
H3 0.225 4.364 -0.111
H4 2.682 2.720 0.754
H5 1.642 3.635 1.858
H6 -0.396 2.974 2.372
H7 -1.191 2.469 0.864
H8 -1.834 1.286 3.086
H9 -0.273 0.468 2.957
H10 -3.675 0.228 2.250
H11 -5.277 -2.054 0.101
H12 -2.950 -3.144 -1.705
H13 -0.996 -2.160 -1.104
H14 0.971 -0.583 1.407
H15 1.729 -2.783 1.089
H16 2.848 -4.426 -0.357
H17 3.004 -4.030 -2.789
H18 2.021 -1.985 -3.759
H19 0.894 -0.353 -2.318
H20 1.814 1.038 -0.471
H21 0.083 1.315 -0.767

Löwdin charges, unit e, in atom order: 0.00 -0.17 -0.21 -0.17 -0.19 -0.12 -0.18 0.04 -0.25 0.07 -0.24 0.05 0.05 -0.13 -0.19 -0.22 -0.03 -0.08 -0.10 -0.08 -0.05 -0.15 0.05 0.06 0.10 0.12 0.12 0.12 0.13 0.11 0.12 0.12 0.10 0.11 0.12 0.15 0.12 0.10 0.10 0.10 0.12 0.13 0.14

---

What did the second record say?
Here is the molecule C19H21NO2 from the OMol25 dataset. Energies are from ωB97M-V/def2-TZVPD.

The relative energy (zero: lowest compared OMol25 entry of this formula, charge and spin) is 36.4 kcal per mole. For the gap between HOMO and LUMO, the calculation gives 8.584 eV. The LUMO energy is 0.62 eV. As for the max |F|: 0.5 eV/Å.

Atoms and positions in Å:
C1 1.936 4.164 -1.292
C2 1.213 3.934 -0.211
C3 1.656 3.058 0.927
N1 0.836 1.873 1.138
C4 -0.488 2.155 1.655
C5 -1.076 0.938 2.383
C6 -1.703 -0.053 1.447
C7 -3.070 -0.286 1.521
C8 -3.698 -1.182 0.673
O1 -5.038 -1.398 0.769
C9 -2.930 -1.857 -0.280
O2 -3.588 -2.741 -1.107
C10 -1.571 -1.625 -0.361
C11 -0.941 -0.729 0.494
C12 0.547 -0.466 0.404
C13 1.243 -1.446 -0.507
C14 1.795 -2.605 0.025
C15 2.424 -3.531 -0.788
C16 2.511 -3.311 -2.152
C17 1.961 -2.162 -2.694
C18 1.329 -1.239 -1.879
C19 0.823 0.994 -0.014
H1 1.584 4.787 -2.097
H2 2.922 3.745 -1.410
H3 0.225 4.364 -0.111
H4 2.682 2.720 0.754
H5 1.642 3.635 1.858
H6 -0.396 2.974 2.372
H7 -1.191 2.469 0.864
H8 -1.834 1.286 3.086
H9 -0.273 0.468 2.957
H10 -3.675 0.228 2.250
H11 -5.277 -2.054 0.101
H12 -2.950 -3.144 -1.705
H13 -0.996 -2.160 -1.104
H14 0.971 -0.583 1.407
H15 1.729 -2.783 1.089
H16 2.848 -4.426 -0.357
H17 3.004 -4.030 -2.789
H18 2.021 -1.985 -3.759
H19 0.894 -0.353 -2.318
H20 1.814 1.038 -0.471
H21 0.083 1.315 -0.767

Löwdin charges, unit e, in atom order: 0.00 -0.17 -0.21 -0.17 -0.19 -0.12 -0.18 0.04 -0.25 0.07 -0.24 0.05 0.05 -0.13 -0.19 -0.22 -0.03 -0.08 -0.10 -0.08 -0.05 -0.15 0.05 0.06 0.10 0.12 0.12 0.12 0.13 0.11 0.12 0.12 0.10 0.11 0.12 0.15 0.12 0.10 0.10 0.10 0.12 0.13 0.14